{
  "formula": "C4H13N2",
  "method": "ωB97M-V with the def2-TZVPD basis set",
  "species": ["H", "H", "C", "H", "H", "N", "C", "H", "H", "H", "H", "H", "N", "H", "C", "H", "H", "C", "H"],
  "xyz": [[-2.05, 1.76, 2.68], [1.35, -1.70, -1.96], [-0.37, -0.37, -2.02], [-0.92, 0.02, 0.57], [0.01, -2.13, -3.12], [-2.00, 1.18, 1.86], [0.61, -1.31, -2.68], [-1.00, 0.13, -2.76], [1.34, -0.73, 0.86], [1.15, -0.79, -3.45], [-1.07, -0.88, -1.33], [-2.76, 1.11, 1.28], [0.33, 0.70, 2.06], [0.37, 1.26, 2.86], [-0.85, 0.63, 1.47], [2.06, -0.29, 2.44], [0.10, 0.51, -1.49], [1.56, 0.05, 1.57], [2.16, 0.84, 1.15]],
  "homo_energy_ev": -14.987,
  "e_above_lowest_ev": 0.9047,
  "total_charge": 1,
  "spin_multiplicity": 1,
  "total_energy_ev": -7332.583
}